1.
Computed, not measured: a 2-piece molecular cluster, C30H38F17N3O7PS2 overall in a non-equilibrium geometry, with ωB97M-V/def2-TZVPD.

For the LUMO energy, the calculation gives -3.213 eV. As for the orbital gap: 0.274 Ha. The charge is +1. For the total energy, the calculation gives -127674.117 eV. The max |F| comes out at 2.81 eV Å⁻¹. The value obtained for the HOMO energy is -10.67 eV.

Geometry (Å):
S  4.82035  -4.91694  2.50554
S  1.05702  -4.28927  1.20724
P  5.56090  -2.06095  -1.13931
F  -0.31962  1.17297  4.25751
F  -7.42697  1.18637  2.12566
F  -1.64707  3.94752  2.92951
F  -4.67924  -0.30638  0.61681
F  -4.87280  3.70241  2.66762
F  -6.63623  -0.06768  -0.15664
F  0.78525  2.64281  2.44651
F  -3.51571  2.36204  1.74382
F  -3.64148  3.90813  4.68999
F  -3.44058  1.82255  5.04209
F  -0.81763  2.28926  1.00629
F  -1.20545  3.27516  4.89573
F  -1.97386  0.60945  3.03096
F  -6.04565  1.73957  4.00157
F  -4.69456  0.25444  3.26023
F  -6.40060  -1.15567  1.63151
F  -6.07962  2.18772  0.81141
O  1.27767  -4.53892  2.59682
O  3.71650  5.59140  0.16923
O  -0.17253  -4.81097  0.71869
O  -6.09685  -4.42031  -4.61307
O  5.67194  5.11585  1.19329
O  6.36227  -2.97780  -0.33271
O  3.91983  -0.37459  -1.99870
N  -7.09466  -2.51614  -3.87270
N  4.33733  -1.29283  -0.02788
N  3.66022  -2.51885  1.84468
C  4.50460  1.04900  0.02280
C  5.29832  1.24824  -3.25370
C  4.12652  3.31639  1.10266
C  -6.16433  1.21553  1.71066
C  3.66698  -0.06213  -0.65405
C  0.39230  0.40840  1.61527
C  1.03860  -2.48930  0.94432
C  0.87640  1.63615  -1.38620
C  -1.78902  2.91785  3.75761
C  -7.93829  -3.23902  -2.93517
C  1.87395  0.37898  1.18558
C  1.18574  0.12181  -1.28314
C  4.10455  2.52712  -0.23344
C  3.42435  -2.42220  0.38558
C  3.89096  0.73187  -2.92385
C  2.16579  -0.31216  -0.15923
C  4.17778  -3.56424  2.21709
C  1.81340  -2.64880  -1.45086
C  4.58632  4.74950  0.84682
C  0.39926  -2.84296  -1.81521
C  -3.30514  2.76289  4.11340
C  -0.15037  1.76954  2.05187
C  -5.93441  -0.13627  0.97481
C  -1.11049  1.59704  3.25974
C  -4.23163  2.56355  2.86437
C  -7.20307  -1.07337  -3.95377
C  -5.25996  1.42592  2.97889
C  -0.81942  -2.84238  -1.85582
C  -6.23318  -3.21406  -4.64023
C  2.02063  -1.89000  -0.10158
H  -6.51060  -0.67977  -4.69533
H  5.55216  0.89683  -0.25353
H  5.84762  0.42295  -3.70892
H  -1.87538  -2.79112  -1.79942
H  1.24114  -2.06520  1.92775
H  -8.57294  -2.54203  -2.39330
H  3.18243  3.27606  1.64892
H  2.42701  -0.20375  1.93050
H  3.49543  0.33660  -3.86084
H  6.41473  -1.05380  -1.62997
H  3.92938  5.49660  -0.76825
H  0.23676  -0.38003  -1.10725
H  0.28835  -0.26259  2.46897
H  3.77245  -3.38238  -0.00420
H  -6.96994  -0.63205  -2.98198
H  2.27453  -2.17174  -2.31676
H  2.23453  -3.65521  -1.40418
H  1.22700  2.24734  -0.55499
H  4.91264  2.89462  1.72690
H  1.24661  2.09409  -2.30518
H  5.81777  1.66128  -2.39451
H  2.27913  1.38683  1.22347
H  -7.31505  -3.79047  -2.23006
H  4.90204  2.96973  -0.83778
H  5.16901  1.98853  -4.04377
H  3.22149  1.53702  -2.63276
H  -8.55877  -3.95421  -3.47583
H  1.49946  -0.20777  -2.27073
H  -5.64074  -2.57307  -5.31676
H  -8.22056  -0.79574  -4.23603
H  -0.20352  1.76948  -1.42266
H  4.92898  -1.14284  0.79754
H  3.18720  2.66381  -0.79868
H  -0.00501  -2.24918  0.74840
H  -0.31002  0.01127  0.88642
H  2.09647  -4.84395  0.50237
H  4.45352  0.88785  1.10073
H  4.88194  -2.77207  -2.14236

Atomic partial charges in e from the Löwdin method, atoms 1 to 4:
1 S 0.937
2 S 0.667
3 P 0.820
4 F 0.159

2.
Computed, not measured: a 4-piece molecular cluster, C30H38NO6S overall in a non-equilibrium geometry, with ωB97M-V/def2-TZVPD.

For the LUMO energy, the calculation gives -3.577 eV. As for the orbital gap: 0.281 Ha. The charge is +1. For the total energy, the calculation gives -56326.173 eV. The max |F| comes out at 1.68 eV Å⁻¹. The value obtained for the HOMO energy is -11.24 eV.

Geometry (Å):
S  5.84595  -3.26713  -0.17031
O  0.36687  -2.71201  -5.06543
O  -1.45944  2.27322  0.84596
O  -4.05402  2.88888  4.65705
O  -0.96011  -1.00786  -9.89962
O  -1.75980  7.44234  1.95624
O  -0.45905  2.16777  8.47515
N  -1.39445  -2.69426  1.11777
C  0.16596  -1.54946  -0.19544
C  -1.53592  -1.15790  -7.62730
C  -2.74896  5.31877  2.13566
C  4.09441  -2.84863  -0.63038
C  -0.20248  -0.66259  -2.64891
C  1.65619  -3.74607  -0.68206
C  -3.23005  2.72457  5.53477
C  -1.20176  -1.58830  -6.41197
C  -1.69213  6.26049  1.70162
C  0.60818  -2.13069  -8.55827
C  0.06183  -2.32113  -6.17750
C  -0.94072  2.12830  6.17673
C  -1.28350  2.33303  7.60297
C  -1.52933  3.46340  1.10212
C  3.15528  -4.06878  -0.33634
C  -1.24674  -2.19273  -0.30341
C  -3.57270  2.92954  6.95912
C  0.94118  -2.56057  -7.34215
C  -0.65608  -1.39724  -8.79410
C  0.70979  -0.68346  -1.37587
C  -0.47209  4.40226  0.66747
C  -1.84485  2.31088  5.21601
C  -2.66868  2.74691  7.92085
C  1.98470  1.07463  1.59203
C  -2.67248  4.01837  1.85701
C  0.90255  0.77352  -0.79501
C  2.22710  0.78905  0.05403
C  -0.54725  5.70287  0.94491
C  -0.06782  -3.38441  1.35186
C  0.99647  -2.78205  0.34299
H  1.70947  -1.04638  -1.68450
H  3.79255  -2.03306  0.05755
H  -4.58990  3.23274  7.17150
H  0.00089  0.30003  -3.16524
H  1.04036  1.45827  -1.65086
H  0.21559  6.40580  0.63505
H  2.32771  2.07948  1.89870
H  2.73334  -0.19466  -0.01955
H  -1.28613  -0.70443  -2.44611
H  -2.24237  -3.21127  1.34780
H  0.93647  0.90364  1.89945
H  1.55807  -3.33751  -1.71084
H  1.86063  -3.09896  -7.15073
H  0.07694  1.82559  5.96410
H  -2.11606  -1.58272  -0.58894
H  2.93795  1.56650  -0.29081
H  0.15532  -1.45257  -3.33731
H  0.04787  1.07343  -0.16101
H  -2.45556  -0.61960  -7.81821
H  -3.57794  5.74378  2.68716
H  1.12382  -4.72292  -0.68598
H  -3.43479  3.31533  2.16792
H  -2.90102  2.89123  8.96814
H  1.77245  -2.31970  0.98210
H  -1.51783  -1.80923  1.62413
H  -1.61237  2.16689  4.16747
H  -0.32465  -4.45144  1.18437
H  5.83211  -2.93201  1.16668
H  2.61761  0.35173  2.15049
H  0.35696  3.97534  0.11639
H  3.48325  -4.92115  -0.96090
H  -1.12178  -3.11359  -0.91088
H  4.02808  -2.51366  -1.67739
H  1.23845  -2.29549  -9.42271
H  3.22406  -4.29863  0.74486
H  -1.83198  -1.42373  -5.54704
H  0.27619  -3.32385  2.40097
H  0.15021  -0.87670  0.69597

Atomic partial charges in e from the Löwdin method, atoms 1 to 4:
1 S 0.678
2 O 0.063
3 O 0.055
4 O 0.092

3.
Computed, not measured: C30H39As3F6PdSb as an isolated structure, with ωB97M-V/def2-TZVPD.

For the LUMO energy (alpha / beta), the calculation gives -7.285 / -10.677 eV. Its spin multiplicity is 5. As for the orbital gap (alpha / beta): 0.312 / 0.198 Ha. The charge is +3. For the total energy, the calculation gives -240551.396 eV. The max |F| comes out at 0.62 eV Å⁻¹. The relative energy (zero: lowest compared OMol25 entry of this formula, charge and spin) comes out at 8.4 kcal/mol. The value obtained for the HOMO energy (alpha / beta) is -15.76 / -16.06 eV. As for the expectation value of S²: 6.02.

Geometry (Å):
Sb  3.21614  0.38935  -1.25180
Pd  0.54204  -0.54173  0.48597
As  -4.78666  -3.42393  3.72283
As  -0.09732  -0.70560  2.87855
As  -1.63055  -1.65914  -0.19379
F  0.21744  2.29422  1.18751
F  3.47104  4.69468  3.14706
F  -1.46632  1.54862  0.05940
F  2.87447  -5.19516  1.42735
F  0.40099  1.97432  -0.95785
F  8.86557  -0.13628  -3.57033
C  3.85860  -1.80296  0.79625
C  7.64100  -0.01711  -3.10358
C  3.38735  3.18953  -0.10485
C  2.05787  -2.41615  -0.69952
C  -1.74058  -1.71129  3.27081
C  1.26929  -1.51989  3.99256
C  3.45263  4.16306  0.87310
C  5.11228  0.23374  -2.08233
C  3.22601  1.47629  1.59468
C  -2.94624  -3.93129  3.32546
C  -3.07287  -0.60083  -0.93039
C  2.02905  -3.69390  -0.14451
C  -0.12699  1.47128  0.18518
C  -2.62944  -2.74287  1.12846
C  3.41213  3.76902  2.20384
C  2.90803  -3.98672  0.88164
C  -6.02977  -3.71774  2.28459
C  3.30251  2.43991  2.58384
C  5.86130  1.38218  -2.37393
C  6.89801  -1.17170  -2.88271
C  -1.99904  -3.01312  2.49847
C  -5.06520  -1.71814  4.56574
C  -0.71281  -3.82982  2.32784
C  7.14128  1.26088  -2.86571
C  -1.31554  -2.95416  -1.60336
C  5.61573  -1.03710  -2.39570
C  -0.48483  0.95520  3.78823
C  2.96667  -1.45572  -0.23404
C  3.29604  1.84136  0.24981
C  3.83142  -3.06375  1.35750
H  5.01354  -1.92426  -2.23823
H  3.39134  3.50439  -1.14158
H  0.84225  -1.80234  4.95578
H  2.05456  -0.78249  4.16062
H  -6.15150  -2.78293  1.73426
H  -2.55246  -0.99380  3.11226
H  0.02598  -3.28530  1.72765
H  -1.68818  -1.90024  4.34819
H  1.69684  -2.39329  3.50509
H  -0.84256  -2.46480  -2.45500
H  3.14230  0.43260  1.88476
H  -1.33663  1.44451  3.31975
H  -4.36004  -1.58596  5.38266
H  -0.67247  -3.75257  -1.23742
H  -2.71779  -0.05759  -1.80414
H  3.52772  5.21252  0.62665
H  0.37909  1.61232  3.71282
H  4.52360  -3.35544  2.13596
H  -6.08522  -1.69052  4.94674
H  1.36729  -4.46422  -0.51520
H  -0.91366  -4.77412  1.82009
H  -3.05706  -4.89581  2.82196
H  -3.58387  -2.21406  1.23823
H  7.76328  2.11982  -3.07486
H  -0.69647  0.74160  4.83687
H  1.43137  -2.21037  -1.56370
H  -2.49599  -4.13630  4.30010
H  5.46212  2.37148  -2.19345
H  -5.65306  -4.50465  1.63528
H  -3.43064  0.11404  -0.19381
H  4.60024  -1.09385  1.14386
H  3.29414  2.18740  3.63538
H  -4.93984  -0.93296  3.81728
H  7.33545  -2.13457  -3.10584
H  -3.87244  -1.28275  -1.22377
H  -2.26525  -3.37886  -1.93085
H  -6.98965  -4.01340  2.70588
H  -0.25712  -4.06087  3.29224
H  -2.84149  -3.69110  0.62630

Atomic partial charges in e from the Löwdin method, atoms 1 to 4:
1 Sb 1.725
2 Pd 0.421
3 As 1.388
4 As 1.133